(1)
{
  "formula": "C21H25BrN4O3PSn",
  "method": "wB97M-V/def2-TZVPD",
  "symbols": ["Sn", "Br", "C", "C", "C", "C", "O", "C", "C", "N", "C", "C", "C", "C", "C", "C", "C", "C", "N", "C", "C", "H", "H", "H", "H", "H", "H", "H", "H", "H", "H", "C", "O", "C", "O", "N", "N", "H", "H", "H", "H", "H", "H", "C", "P", "C", "C", "H", "H", "H", "H", "H", "H", "H", "H", "H"],
  "positions_angstrom": [[0.16671, -0.71978, -0.12767], [-7.29721, -2.12359, 2.43383], [-5.46263, -1.88067, 2.12202], [-4.51428, -2.67530, 2.81516], [-3.18932, -2.51083, 2.56796], [-2.69712, -1.53644, 1.62371], [-1.46174, -1.36513, 1.49067], [-3.68792, -0.71898, 0.93261], [-3.36059, 0.32698, 0.01534], [-2.22507, 0.55331, -0.56793], [-2.13951, 1.60180, -1.45926], [-3.23076, 2.13703, -2.15005], [-3.10010, 3.25722, -2.96500], [-1.87417, 3.85602, -3.15298], [-0.71855, 3.31400, -2.54199], [0.56264, 3.88592, -2.68167], [1.62991, 3.33334, -2.00984], [1.42294, 2.16487, -1.27614], [0.23634, 1.61288, -1.12276], [-0.84370, 2.16900, -1.70364], [-5.03611, -0.91174, 1.21768], [-4.86168, -3.39285, 3.54308], [-2.46317, -3.09076, 3.11660], [-4.19612, 1.00725, -0.16602], [-4.20324, 1.67557, -2.07758], [-3.98032, 3.67048, -3.43414], [-1.79487, 4.75057, -3.75185], [0.69998, 4.74089, -3.32848], [2.61148, 3.77470, -2.06380], [2.24738, 1.64917, -0.79306], [-5.78086, -0.31810, 0.70615], [1.68655, 1.84284, 3.80742], [1.64200, 0.41096, 3.89392], [1.47881, -0.28747, 2.81160], [1.35198, 0.20439, 1.67503], [1.49525, -1.61364, 3.03027], [1.29327, -2.52629, 1.97936], [2.13827, 2.17325, 4.74031], [0.67518, 2.24014, 3.71585], [2.28457, 2.15829, 2.95301], [1.58755, -1.95038, 3.98542], [0.51035, -3.13612, 2.21963], [2.11528, -3.13089, 1.89036], [4.16533, -0.84923, -2.96130], [3.21531, -1.49997, -1.54109], [2.91031, -3.26950, -1.92623], [4.39775, -1.48691, -0.13673], [5.06383, -1.45450, -3.10333], [4.46508, 0.18196, -2.78564], [3.57849, -0.89581, -3.87623], [3.85972, -3.80992, -1.94690], [2.43655, -3.36780, -2.90478], [2.26567, -3.72305, -1.17062], [5.13416, -2.28273, -0.26734], [3.87796, -1.63684, 0.80826], [4.91245, -0.52761, -0.10119]],
  "lowdin_charge": [1.4641, 0.9665, -0.6089, -0.0552, 0.0498, -0.3079, -0.1626, -0.0864, -0.0421, 0.0542, -0.2068, 0.0223, -0.0199, 0.0263, -0.1211, 0.0515, -0.0108, -0.1370, -0.0280, -0.1561, -0.0316, 0.1280, 0.1304, 0.1388, 0.1212, 0.1298, 0.1347, 0.1414, 0.1225, 0.0986, 0.1277, 0.0211, 0.0427, -0.5654, -0.1293, 0.0458, 0.0283, 0.1165, 0.1111, 0.1007, 0.1869, 0.1053, 0.1112, -0.2048, 0.9304, -0.2176, -0.2032, 0.0872, 0.0597, 0.0657, 0.0809, 0.0682, 0.0467, 0.0819, 0.0298, 0.0667],
  "homo_lumo_gap_ha": [0.1399, 0.1951],
  "e_above_lowest_kj_mol": 297.16,
  "charge": 3
}



(2)
{
  "formula": "C21H25F19NbO2",
  "method": "wB97M-V/def2-TZVPD",
  "symbols": ["C", "C", "C", "C", "C", "C", "C", "C", "Nb", "C", "C", "C", "F", "F", "F", "H", "H", "H", "H", "H", "H", "H", "H", "H", "H", "H", "H", "H", "H", "H", "H", "H", "C", "C", "C", "F", "F", "F", "F", "O", "C", "C", "F", "F", "F", "F", "H", "H", "H", "H", "C", "C", "C", "F", "F", "F", "F", "O", "C", "C", "F", "F", "F", "F", "H", "H", "H", "H"],
  "positions_angstrom": [[2.91041, 1.36474, 0.66730], [2.97031, -0.27316, 0.64634], [4.23839, -1.06880, 1.39192], [4.41444, -2.70585, 1.39247], [3.28326, -3.58185, 0.58889], [2.02985, -2.80059, -0.12350], [1.82311, -1.14651, -0.13247], [0.52724, -0.56499, -0.94807], [-0.89239, 0.73937, 0.25214], [-1.89537, -0.99073, 1.31544], [-1.80356, -2.45132, 0.58707], [-2.95872, -2.69319, -0.59184], [-3.12257, -1.54316, -1.50796], [-4.20286, -3.07827, 0.13972], [-2.51516, -3.95164, -1.30100], [2.67977, 1.77495, -0.40533], [4.01317, 1.73578, 0.93271], [2.21546, 1.82263, 1.49616], [5.06484, -0.42953, 1.95407], [5.30447, -3.29949, 1.88961], [3.29582, -4.76722, 0.47962], [1.20345, -3.44749, -0.69252], [0.96066, 0.11348, -1.82723], [-0.09615, -1.42650, -1.46168], [0.24969, 0.88183, 1.67942], [-0.11849, 2.19362, -0.53116], [-2.11720, 0.77737, -1.11389], [-1.97842, 1.93312, 1.14462], [-1.50811, -1.03140, 2.43999], [-3.05550, -0.72357, 1.40505], [-2.07625, -3.25511, 1.42777], [-0.74078, -2.75852, 0.20048], [2.35853, -2.15360, -7.29495], [3.15388, -1.05842, -6.56916], [4.11604, -1.56534, -5.50067], [3.48385, -2.22275, -4.50507], [4.76868, -0.52456, -4.91431], [2.28821, -0.13996, -6.06269], [3.88424, -0.39249, -7.51896], [1.03188, -2.39163, -6.81642], [0.93431, -3.27267, -5.69869], [0.38917, -2.58212, -4.44241], [1.17036, -1.53652, -4.06772], [0.35769, -3.43828, -3.38669], [2.13312, -3.86959, -5.49567], [0.08505, -4.26394, -6.08263], [2.21370, -1.80058, -8.32367], [2.92838, -3.08401, -7.40478], [4.87388, -2.22672, -5.93100], [-0.62239, -2.20284, -4.60957], [-3.86643, 4.99576, 6.14823], [-2.41414, 4.64047, 6.49954], [-1.39332, 4.96701, 5.41525], [-1.62462, 4.29452, 4.26750], [-0.14159, 4.61376, 5.81697], [-2.35075, 3.33167, 6.86354], [-2.08440, 5.35236, 7.62358], [-4.67665, 3.92431, 5.65713], [-4.56189, 3.66237, 4.25953], [-3.97852, 2.27597, 3.95982], [-2.74341, 2.12496, 4.50356], [-3.83749, 2.08205, 2.62151], [-3.86666, 4.66632, 3.67350], [-5.82594, 3.74554, 3.76302], [-4.34956, 5.28851, 7.08884], [-3.93947, 5.88872, 5.51597], [-1.37685, 6.03871, 5.19589], [-4.61976, 1.48498, 4.35757]],
  "lowdin_charge": [-0.1682, -0.1656, -0.0508, -0.1189, -0.1103, -0.0570, -0.1754, -0.4256, 1.1626, -0.4437, -0.1951, -0.2393, -0.0335, -0.0277, -0.0453, 0.0694, 0.0689, 0.0406, 0.0743, 0.0635, 0.0720, 0.0751, 0.0503, 0.0305, -0.1318, -0.1835, -0.1522, -0.1608, 0.0474, 0.0486, 0.1229, 0.0731, -0.0593, -0.4315, -0.2942, 0.0917, 0.0911, 0.1285, 0.0946, 0.0305, -0.4746, -0.2611, 0.0815, 0.0849, 0.1192, 0.1336, 0.1478, 0.1439, 0.1720, 0.1795, -0.0605, -0.4319, -0.2944, 0.0937, 0.0889, 0.1247, 0.0928, 0.0267, -0.4754, -0.2703, 0.0814, 0.0412, 0.1220, 0.1320, 0.1467, 0.1444, 0.1725, 0.1730],
  "homo_lumo_gap_ha": 0.2488,
  "charge": -1
}



(3)
{
  "formula": "C21H25HgIN5O6",
  "method": "wB97M-V/def2-TZVPD",
  "symbols": ["Hg", "C", "O", "C", "C", "O", "C", "C", "O", "C", "H", "H", "H", "H", "H", "H", "H", "H", "H", "H", "H", "H", "H", "H", "O", "C", "N", "C", "O", "C", "C", "C", "C", "C", "N", "C", "C", "C", "C", "C", "N", "H", "H", "H", "H", "H", "H", "H", "H", "I", "C", "C", "N", "N", "C", "H", "H", "H", "O"],
  "positions_angstrom": [[0.02534, 0.02029, 0.12032], [-1.27344, 2.70133, 3.92500], [-0.40681, 1.20089, 3.74082], [0.39786, -1.69855, 4.21565], [1.29766, -1.75239, 3.16084], [1.55343, -2.84950, 2.17157], [0.77310, -3.56898, 0.96189], [-0.81544, -3.40437, 0.85057], [-1.21478, -2.84326, -0.17388], [-3.52353, -1.99009, -2.81945], [-0.66950, 3.28284, 4.66913], [-2.24542, 2.47768, 4.40565], [-1.43208, 3.41729, 3.04620], [-0.67442, -2.08102, 4.19042], [0.42814, -0.63796, 4.48966], [1.91887, -0.85389, 2.97040], [4.99801, 2.96022, 0.14944], [0.88127, -4.61076, 1.27866], [1.38375, -3.32954, 0.05444], [-1.34897, -2.32986, 1.69695], [-1.26189, -4.17501, 1.59126], [-3.53557, -2.62347, -3.72741], [-2.42517, -2.14165, -2.68205], [-4.20201, -2.80056, -1.73623], [-2.52379, 3.56248, -0.13271], [-2.02105, 2.43827, -0.09466], [-1.37193, 1.70931, -1.03453], [-0.90222, 1.85238, -2.47307], [-1.59331, 1.74522, -3.48040], [0.80744, 2.13571, -2.78018], [1.34577, 1.76230, -4.03496], [2.71107, 1.74344, -4.39796], [3.46809, 2.36060, -3.32387], [2.79767, 2.97675, -2.31685], [1.60002, 2.66517, -1.92107], [-2.85240, 1.51028, 1.24463], [-4.12400, 1.85630, 1.63526], [-4.89081, 0.98908, 2.55976], [-4.49516, -0.26057, 2.56534], [-3.26476, -0.58257, 1.89905], [-2.48279, 0.28207, 1.52127], [0.57027, 1.43729, -4.72222], [3.03942, 1.28125, -5.32271], [4.53667, 2.35983, -3.20114], [3.50092, 3.40249, -1.47911], [-4.57127, 2.83909, 1.49161], [-5.74177, 1.39090, 3.09487], [-4.97540, -1.10127, 3.10439], [-3.34324, -2.05759, 2.17884], [6.11402, -1.71250, -0.98151], [4.31943, -1.39687, -1.88360], [3.48367, -1.69524, -3.00291], [2.22271, -1.56503, -2.66168], [2.12647, -1.32881, -1.36358], [3.38031, -1.09938, -0.99585], [3.71638, -1.97792, -4.00001], [1.42569, -1.48077, -3.28984], [3.84897, -1.00826, 0.35762], [5.51046, 2.59686, 0.69191]],
  "lowdin_charge": [0.9201, -0.1784, -0.4976, -0.0286, -0.1924, -0.2450, -0.0773, -0.4198, -0.1044, 0.0060, 0.0130, 0.0048, 0.0371, 0.0601, -0.0005, 0.1013, -0.4109, 0.0844, 0.0908, 0.1942, 0.1276, -0.0716, -0.0588, 0.1278, -0.0331, -0.4381, -0.0198, -0.3025, 0.0118, -0.2006, -0.0822, -0.0399, -0.0689, -0.1726, 0.1048, -0.1686, -0.0168, -0.0786, -0.1477, -0.1992, 0.0423, 0.0862, 0.0882, 0.0988, 0.1471, 0.0994, 0.0960, 0.0879, 0.1802, 0.9001, -0.7925, -0.1526, -0.0256, -0.0384, -0.3539, 0.0958, 0.1653, 0.1957, -0.5499],
  "homo_lumo_gap_ha": [0.1352, 0.1190],
  "e_above_lowest_kj_mol": 681.10,
  "multiplicity": 2,
  "charge": -2,
  "s_squared": 1.7809
}



(4)
{
  "formula": "C21H25N3O",
  "method": "wB97M-V/def2-TZVPD",
  "symbols": ["C", "H", "H", "C", "N", "C", "H", "H", "C", "H", "H", "O", "C", "N", "N", "C", "C", "C", "C", "C", "C", "C", "H", "H", "H", "H", "C", "C", "C", "C", "C", "C", "H", "H", "C", "H", "H", "H", "H", "H", "C", "C", "H", "H", "H", "H", "H", "H", "H", "H"],
  "positions_angstrom": [[-2.96394, -2.65948, -0.41877], [-2.02549, -2.11303, -0.38067], [-3.34618, -2.61747, -1.43511], [-3.99138, -2.06499, 0.53877], [-4.30755, -0.69492, 0.17872], [-3.24684, 0.24329, 0.48232], [-2.37499, -0.28463, 0.87454], [-3.55336, 0.98779, 1.22978], [-2.81852, 0.96927, -0.80135], [-3.64346, 1.56472, -1.19721], [-2.50722, 0.22610, -1.53997], [-1.76605, 1.89509, -0.57306], [-0.54166, 1.39054, -0.38864], [-0.34613, 0.09834, -0.43091], [0.86967, -0.40713, -0.32383], [1.91834, 0.34902, -0.13728], [1.80819, 1.77041, 0.03071], [2.86560, 2.62327, 0.39258], [2.64685, 3.96997, 0.52723], [1.37394, 4.51571, 0.32005], [0.31555, 3.70354, 0.00711], [0.51835, 2.32224, -0.13087], [-0.67970, 4.09653, -0.12892], [1.22921, 5.58077, 0.42582], [3.46287, 4.62229, 0.80259], [3.84319, 2.20512, 0.57750], [3.21502, -0.34029, -0.09995], [3.36047, -1.50601, 0.64578], [4.57453, -2.16339, 0.68767], [5.66956, -1.68668, -0.02262], [5.51157, -0.53882, -0.79094], [4.30315, 0.12880, -0.83204], [4.19398, 1.00353, -1.45754], [6.34736, -0.16537, -1.36605], [6.98417, -2.40460, 0.00788], [7.05410, -3.05264, 0.87805], [7.09210, -3.02143, -0.88490], [7.81097, -1.69729, 0.02603], [4.67512, -3.06174, 1.28009], [2.51104, -1.88247, 1.19431], [-5.63575, -0.26156, 0.56856], [-6.69427, -0.75947, -0.41228], [-6.43531, -0.44522, -1.41941], [-6.76561, -1.84341, -0.39969], [-7.66615, -0.34817, -0.15052], [-5.89182, -0.59315, 1.59033], [-5.65078, 0.83060, 0.55977], [-4.91088, -2.64988, 0.47769], [-3.61972, -2.13613, 1.57669], [-2.77218, -3.69757, -0.15805]],
  "lowdin_charge": [-0.0775, 0.0517, 0.0750, -0.2559, -0.2001, -0.1800, 0.1043, 0.1256, -0.1487, 0.1277, 0.1196, -0.0102, -0.2798, 0.0887, 0.0942, -0.1875, -0.0811, -0.0162, -0.0635, -0.0656, -0.0040, -0.0620, 0.1172, 0.1055, 0.1062, 0.1108, -0.1819, -0.0175, -0.0382, -0.2815, -0.0415, -0.0411, 0.1177, 0.1122, -0.0537, 0.0743, 0.0844, 0.0774, 0.1101, 0.1113, -0.2616, -0.0877, 0.0719, 0.0599, 0.0676, 0.1186, 0.1111, 0.1045, 0.1199, 0.0694],
  "homo_lumo_gap_ha": 0.3097,
  "smiles": "CCN(CC)CCOc1nnc(-c2ccc(C)cc2)c2ccccc12",
  "e_above_lowest_kj_mol": 245.26,
  "charge": 0
}



- The lowest charge belongs to which entry?
  C21H25HgIN5O6



- Which formula does entry 4 have?
  C21H25N3O



- What is the formula in the third record?
  C21H25HgIN5O6